1.
4 unconnected molecules or ions with the total composition C35H39BrF5N3O11, computed with ωB97M-V/def2-TZVPD.

Results
HOMO-LUMO gap: 0.281 Eh
LUMO energy: -1.73 eV

ORCA input file:
```
! wB97M-V def2-TZVPD RIJCOSX def2/J DEFGRID3
* xyz 0 1
C 2.193 -5.628 4.295
C 2.181 -4.894 2.940
C 0.829 -4.955 2.239
N -0.200 -4.054 2.784
C 0.080 -2.673 2.895
Br 0.922 -2.242 4.668
C 0.949 -1.949 1.854
C 0.789 -2.325 0.364
O 1.927 -2.940 -0.185
C 3.010 -2.046 -0.433
C 4.176 -2.274 0.529
O 4.546 -1.023 1.113
C 5.937 -0.830 1.269
C 6.191 0.166 2.400
C 0.472 -0.490 2.025
O 1.027 0.482 1.593
N -0.769 -0.431 2.731
C -1.239 -1.803 2.878
C -2.140 -2.074 1.666
C -3.542 -1.441 1.736
C -3.660 -0.005 1.162
C -4.066 1.050 2.175
F -2.995 1.519 2.867
F -4.963 0.568 3.076
C -4.722 2.299 1.493
F -4.268 2.458 0.245
F -4.435 3.417 2.171
F -6.052 2.181 1.458
O -1.942 -2.085 4.079
N -2.545 -0.929 4.676
O -2.625 -1.076 5.821
H 3.055 -6.296 4.338
H 1.305 -6.241 4.431
H 2.305 -4.939 5.129
H 2.868 -5.415 2.271
H 2.555 -3.879 3.042
H 0.960 -4.852 1.159
H 0.452 -5.969 2.394
H -1.069 -4.199 2.298
H 1.978 -1.894 2.198
H -0.018 -3.052 0.266
H 0.510 -1.444 -0.220
H 3.361 -2.213 -1.451
H 2.696 -1.005 -0.337
H 3.862 -2.931 1.345
H 5.038 -2.712 0.025
H 6.428 -1.776 1.517
H 6.385 -0.445 0.347
H 7.090 -0.129 2.942
H 5.351 0.182 3.088
H 6.388 1.166 2.017
H -0.547 0.045 3.602
H -1.658 -1.669 0.776
H -2.282 -3.137 1.476
H -3.979 -1.506 2.727
H -4.162 -2.069 1.096
H -2.703 0.281 0.732
H -4.413 -0.009 0.376
C 2.827 -1.384 -4.816
C 2.626 -0.900 -6.038
C 3.399 -1.402 -7.202
O 3.217 -0.960 -8.315
C 4.404 -2.467 -6.951
C 4.604 -2.952 -5.729
C 3.831 -2.448 -4.566
O 4.013 -2.891 -3.451
H 2.275 -1.030 -3.955
H 1.899 -0.124 -6.239
H 4.955 -2.819 -7.814
H 5.330 -3.727 -5.521
C -4.796 8.719 4.593
C -6.016 8.786 4.067
C -6.685 7.579 3.516
O -7.795 7.642 3.036
C -5.940 6.297 3.577
C -4.720 6.230 4.103
C -4.051 7.435 4.653
O -2.941 7.377 5.134
H -4.289 9.585 4.999
H -6.577 9.710 4.013
H -6.446 5.430 3.171
H -4.161 5.304 4.154
C -0.848 1.394 -7.664
C -1.289 1.981 -8.773
C -0.959 3.397 -9.079
O -1.361 3.932 -10.087
C -0.117 4.131 -8.099
C 0.323 3.543 -6.990
C -0.008 2.129 -6.687
O 0.397 1.592 -5.676
H -1.076 0.364 -7.421
H -1.902 1.465 -9.501
H 0.112 5.160 -8.342
H 0.937 4.057 -6.262
*
```

Results of the Löwdin charge analysis, in e, for atoms 1 through 5: atom 1 (C): -0.11, atom 2 (C): -0.25, atom 3 (C): -0.20, atom 4 (N): 0.00, atom 5 (C): -0.63

2.
A molecular structure, C35H39FInN3OS3Si, computed with ωB97M-V/def2-TZVPD.

Results
HOMO-LUMO gap: 0.275 Eh
energy relative to the best compared isomer or geometry (same formula, charge and spin): 0.0 kJ/mol
LUMO energy: -0.13 eV

ORCA input file:
```
! wB97M-V def2-TZVPD RIJCOSX def2/J DEFGRID3
* xyz 0 1
In 0.654 -0.737 -1.595
C 1.969 2.272 -0.571
C 0.656 2.517 -1.239
C 0.246 3.858 -1.444
C -0.944 4.106 -2.047
C -1.774 3.032 -2.450
C -3.034 3.254 -3.045
C -3.804 2.182 -3.398
C -3.346 0.874 -3.175
C -2.121 0.605 -2.599
S -1.672 -1.070 -2.334
C -1.306 1.719 -2.222
N -0.090 1.506 -1.625
H 2.774 2.689 -1.175
H 2.177 1.217 -0.413
H 1.990 2.764 0.403
H 0.901 4.659 -1.126
H -1.280 5.122 -2.222
H -3.367 4.271 -3.211
H -4.773 2.332 -3.855
H -3.970 0.036 -3.461
C -1.755 -3.296 3.078
Si 0.027 -3.856 3.010
C 1.142 -2.679 3.937
C 0.178 -5.555 3.789
C 0.466 -4.031 1.179
C 0.493 -5.288 0.589
C 0.632 -5.451 -0.786
C 0.728 -4.315 -1.558
N 0.738 -3.093 -1.024
C 0.634 -2.937 0.305
S 0.728 -1.269 0.843
H -2.045 -3.007 4.091
H -2.422 -4.094 2.745
H -1.899 -2.439 2.419
H 0.979 -2.803 5.011
H 0.940 -1.637 3.682
H 2.194 -2.895 3.734
H -0.060 -5.484 4.853
H 1.191 -5.956 3.706
H -0.513 -6.278 3.349
H 0.382 -6.170 1.209
H 0.643 -6.430 -1.243
H 0.807 -4.363 -2.637
C -5.264 -0.008 0.458
C -3.970 0.497 1.033
C -3.316 1.585 0.461
C -2.103 2.027 0.963
C -1.544 1.383 2.056
C -2.181 0.311 2.653
C -3.393 -0.123 2.138
S 0.100 1.817 2.604
C -0.326 3.397 3.356
O 0.462 0.913 3.734
H -5.447 0.421 -0.527
H -6.107 0.253 1.102
H -5.248 -1.094 0.359
H -3.743 2.069 -0.410
H -1.585 2.849 0.480
H -1.704 -0.186 3.487
H -3.884 -0.979 2.586
H -1.042 3.210 4.155
H -0.751 4.054 2.598
H 0.593 3.824 3.754
C 3.700 -0.208 2.843
C 4.108 0.058 1.470
N 4.446 0.274 0.394
H 2.687 0.153 3.027
H 4.391 0.277 3.532
H 3.714 -1.282 3.018
F 4.142 4.409 -4.512
C 3.685 3.178 -4.182
C 2.407 2.817 -4.560
C 1.945 1.556 -4.213
C 2.735 0.661 -3.489
C 2.217 -0.685 -3.106
C 4.023 1.065 -3.139
C 4.508 2.319 -3.483
H 1.794 3.513 -5.119
H 0.942 1.263 -4.506
H 3.024 -1.335 -2.769
H 1.732 -1.167 -3.958
H 4.651 0.398 -2.562
H 5.505 2.634 -3.206
*
```

Results of the Löwdin charge analysis, in e, for atoms 1 through 5: atom 1 (In): 0.47, atom 2 (C): -0.03, atom 3 (C): -0.31, atom 4 (C): -0.01, atom 5 (C): 0.00

3.
A molecular structure, C35H39FInN3OS3Si, computed with ωB97M-V/def2-TZVPD.

Results
HOMO-LUMO gap: 0.275 Eh
energy relative to the best compared isomer or geometry (same formula, charge and spin): 18.2 kJ/mol
LUMO energy: -0.02 eV

ORCA input file:
```
! wB97M-V def2-TZVPD RIJCOSX def2/J DEFGRID3
* xyz 0 1
In 0.270 -0.651 -1.160
C 1.469 2.608 -0.647
C 0.112 2.678 -1.265
C -0.365 3.949 -1.677
C -1.582 4.046 -2.268
C -2.365 2.884 -2.471
C -3.634 2.951 -3.085
C -4.352 1.802 -3.261
C -3.837 0.571 -2.829
C -2.608 0.458 -2.213
S -2.104 -1.111 -1.629
C -1.837 1.650 -2.032
N -0.604 1.587 -1.426
H 2.201 3.072 -1.310
H 1.798 1.594 -0.435
H 1.482 3.162 0.294
H 0.262 4.818 -1.527
H -1.967 5.005 -2.597
H -4.011 3.912 -3.411
H -5.324 1.832 -3.736
H -4.422 -0.329 -2.971
C -2.031 -3.331 3.351
Si -0.371 -4.167 3.136
C 0.947 -3.298 4.141
C -0.483 -5.952 3.704
C 0.028 -4.185 1.288
C 0.033 -5.376 0.572
C 0.212 -5.407 -0.806
C 0.369 -4.204 -1.459
N 0.393 -3.045 -0.802
C 0.246 -3.015 0.532
S 0.352 -1.408 1.225
H -2.307 -3.244 4.405
H -2.813 -3.898 2.841
H -2.005 -2.331 2.917
H 0.732 -3.426 5.205
H 0.964 -2.231 3.922
H 1.939 -3.711 3.944
H -0.707 -5.982 4.773
H 0.458 -6.486 3.551
H -1.274 -6.501 3.190
H -0.118 -6.311 1.099
H 0.207 -6.337 -1.357
H 0.478 -4.145 -2.536
C -5.865 -0.022 0.980
C -4.505 0.501 1.349
C -3.966 1.603 0.693
C -2.699 2.066 1.005
C -1.964 1.427 1.990
C -2.485 0.340 2.673
C -3.755 -0.111 2.349
S -0.255 1.856 2.273
C -0.503 3.589 2.697
O 0.180 1.195 3.538
H -6.206 0.402 0.036
H -6.603 0.226 1.746
H -5.848 -1.108 0.878
H -4.529 2.088 -0.097
H -2.286 2.907 0.459
H -1.882 -0.143 3.430
H -4.159 -0.974 2.865
H -1.152 3.639 3.569
H -0.942 4.119 1.852
H 0.479 3.999 2.926
C 3.123 -0.265 3.195
C 3.283 0.064 1.786
N 3.395 0.350 0.680
H 2.196 0.191 3.550
H 3.973 0.114 3.760
H 3.058 -1.345 3.310
F 4.304 4.287 -3.943
C 3.654 3.126 -3.690
C 2.392 2.937 -4.213
C 1.741 1.740 -3.947
C 2.328 0.744 -3.163
C 1.591 -0.514 -2.875
C 3.606 0.983 -2.655
C 4.278 2.166 -2.918
H 1.940 3.709 -4.821
H 0.750 1.577 -4.356
H 2.255 -1.373 -2.777
H 0.882 -0.726 -3.679
H 4.071 0.238 -2.021
H 5.267 2.355 -2.525
*
```

Results of the Löwdin charge analysis, in e, for atoms 1 through 5: atom 1 (In): 0.48, atom 2 (C): -0.04, atom 3 (C): -0.32, atom 4 (C): -0.01, atom 5 (C): 0.00

4.
A molecular structure, C35H40MoN4P2, computed with ωB97M-V/def2-TZVPD.

Results
HOMO-LUMO gap (spin up / spin down): 0.189 / 0.100 Eh
LUMO energy (spin up / spin down): -6.63 / -9.04 eV

ORCA input file:
```
! wB97M-V def2-TZVPD RIJCOSX def2/J DEFGRID3
* xyz 2 3
Mo 0.191 -0.457 3.499
C -1.273 1.496 3.477
C -1.495 0.588 2.427
C -0.945 0.747 1.029
C 0.354 0.025 0.621
C 1.396 0.044 1.678
C 1.538 1.014 2.717
C 0.993 2.436 2.738
C -0.366 2.655 3.461
C 1.588 -1.939 3.845
H -1.946 1.453 4.332
H -2.447 0.056 2.473
H -0.820 1.815 0.787
H -1.718 0.300 0.377
H 0.140 -1.034 0.372
H 0.677 0.463 -0.352
H 2.193 -0.684 1.556
H 2.488 0.931 3.252
H 0.917 2.896 1.738
H 1.714 3.040 3.318
H -0.182 2.978 4.501
H -0.829 3.536 2.988
H 1.798 -1.946 4.929
H 2.526 -1.774 3.290
H 1.127 -2.905 3.560
P 1.524 -1.134 -3.217
P -1.977 -0.655 -2.850
N 2.921 0.017 -3.484
N 2.164 -2.417 -4.410
N -2.152 1.132 -2.913
N -3.631 -1.034 -3.609
C 0.399 -0.322 -4.483
C -1.064 -0.811 -4.481
C 3.645 0.651 -2.460
C 4.673 1.408 -3.025
C 4.587 1.245 -4.449
C 3.466 0.456 -4.693
C 2.256 -3.785 -4.117
C 2.663 -4.485 -5.259
C 2.856 -3.523 -6.298
C 2.470 -2.292 -5.769
C -1.870 1.937 -1.804
C -1.898 3.274 -2.169
C -2.226 3.312 -3.556
C -2.301 1.998 -3.998
C -4.361 -0.337 -4.575
C -5.385 -1.143 -5.074
C -5.281 -2.402 -4.398
C -4.197 -2.318 -3.531
H 0.797 -0.486 -5.498
H 0.413 0.763 -4.303
H -1.625 -0.280 -5.272
H -1.102 -1.885 -4.726
H 3.356 0.518 -1.428
H 5.402 2.004 -2.498
H 5.265 1.632 -5.197
H 3.004 0.209 -5.637
H 1.989 -4.145 -3.132
H 2.787 -5.556 -5.357
H 3.236 -3.680 -7.301
H 2.321 -1.364 -6.300
H -1.677 1.486 -0.858
H -1.696 4.118 -1.522
H -2.404 4.193 -4.160
H -2.410 1.611 -5.003
H -4.122 0.684 -4.819
H -6.104 -0.857 -5.827
H -5.929 -3.258 -4.543
H -3.771 -3.047 -2.855
C -0.083 -0.075 5.429
C -0.266 0.248 6.636
C -0.354 0.307 8.033
C -0.876 -0.800 8.748
C -0.714 -0.873 10.129
C -0.040 0.164 10.798
C 0.368 1.326 10.120
C 0.226 1.394 8.738
H -1.330 -1.627 8.203
H -1.119 -1.728 10.682
H 0.129 0.081 11.872
H 0.809 2.166 10.667
H 0.616 2.252 8.190
*
```

Results of the Löwdin charge analysis, in e, for atoms 1 through 5: atom 1 (Mo): 1.48, atom 2 (C): -0.19, atom 3 (C): -0.25, atom 4 (C): -0.23, atom 5 (C): -0.20

5.
A molecular structure, C35H40N4O3S2V, computed with ωB97M-V/def2-TZVPD.

Results
HOMO-LUMO gap (spin up / spin down): 0.231 / 0.252 Eh
energy relative to the best compared isomer or geometry (same formula, charge and spin): 106.0 kJ/mol
LUMO energy (spin up / spin down): -7.29 / -6.72 eV

ORCA input file:
```
! wB97M-V def2-TZVPD RIJCOSX def2/J DEFGRID3
* xyz 2 2
V -1.596 -0.200 0.827
O -3.048 -1.159 0.862
C -4.275 -1.253 0.246
C -5.045 -2.381 0.447
C -6.277 -2.433 -0.189
C -6.732 -1.386 -0.991
C -5.957 -0.257 -1.158
C -4.699 -0.180 -0.541
C -3.970 1.055 -0.534
N -2.809 1.179 0.011
N -2.406 2.496 0.288
C -1.665 2.451 1.341
O -1.410 1.250 1.945
C -1.046 3.630 1.950
C -0.117 3.472 2.975
C 0.488 4.590 3.530
C 0.164 5.855 3.063
C -0.764 6.012 2.041
C -1.372 4.903 1.481
H -4.693 -3.189 1.072
H -6.901 -3.307 -0.053
H -7.700 -1.453 -1.467
H -6.311 0.574 -1.753
H -4.448 1.965 -0.886
H 0.131 2.484 3.336
H 1.209 4.472 4.328
H 0.632 6.726 3.503
H -1.019 7.003 1.687
H -2.101 5.021 0.690
C 3.277 -1.027 -2.802
C 2.525 -2.344 -2.642
C 1.091 -2.355 -3.172
C 0.131 -1.429 -2.434
N 0.285 -0.040 -2.856
C 0.361 1.031 -2.078
S 0.272 1.001 -0.346
N 0.602 2.208 -2.647
C 0.654 3.524 -1.979
C 2.007 3.835 -1.359
C 3.175 3.769 -2.341
C 3.056 4.743 -3.505
H 4.320 -1.138 -2.507
H 2.855 -0.229 -2.189
H 3.272 -0.692 -3.842
H 2.511 -2.626 -1.582
H 3.080 -3.135 -3.149
H 0.690 -3.369 -3.097
H 1.078 -2.123 -4.242
H 0.326 -1.458 -1.364
H -0.908 -1.729 -2.599
H 0.352 0.119 -3.852
H 0.822 2.202 -3.633
H -0.144 3.552 -1.239
H 0.404 4.246 -2.756
H 2.183 3.157 -0.519
H 1.931 4.839 -0.931
H 3.279 2.744 -2.717
H 4.097 3.968 -1.793
H 2.219 4.508 -4.169
H 3.954 4.739 -4.121
H 2.907 5.765 -3.150
O -0.393 -1.735 0.562
S -0.462 -2.602 1.891
C -0.020 -4.224 1.353
C 0.530 -4.426 0.095
C 0.895 -5.718 -0.254
C 0.708 -6.763 0.641
C 0.147 -6.536 1.891
C -0.233 -5.254 2.257
C 0.924 -2.042 2.818
C 0.774 -2.019 4.198
C 1.855 -1.617 4.972
C 3.036 -1.233 4.358
C 3.158 -1.244 2.970
C 2.100 -1.657 2.181
H 0.667 -3.602 -0.591
H 1.327 -5.909 -1.226
H 0.997 -7.766 0.357
H -0.002 -7.358 2.577
H -0.677 -5.072 3.228
H -0.162 -2.304 4.663
H 1.767 -1.597 6.050
H 3.875 -0.914 4.962
H 4.085 -0.935 2.507
H 2.179 -1.670 1.102
*
```

Results of the Löwdin charge analysis, in e, for atoms 1 through 5: atom 1 (V): 0.98, atom 2 (O): -0.18, atom 3 (C): -0.23, atom 4 (C): 0.02, atom 5 (C): -0.02